Entry i
The following is a quantum chemistry calculation of a cluster of 3 separate species, C4H10OS2 in total, from OMol25.

## Properties
Lowest unoccupied orbital energy   -3.560 eV
Charge   0

The geometry in XYZ format:
```
17
Properties=species:S:1:pos:R:3:mulliken_charge:R:1
C 1.6447 0.2657 0.9923 0.3464
C 2.3831 -0.3187 1.9790 -0.6368
O 3.7472 -0.2650 -1.4479 -0.6597
C 1.9549 1.4402 0.3426 -0.9504
S -2.1553 -0.9151 0.1857 -0.2751
S -4.0738 -1.4134 0.2178 0.0006
C -4.8199 -0.3857 -1.0723 -0.7617
H 2.6297 2.1785 0.7538 0.3078
H 0.7933 -0.2338 0.5567 0.2510
H 2.1031 -1.2534 2.4396 0.2865
H 3.1364 0.2397 2.5190 0.2603
H 3.2619 -0.6986 -2.1551 0.3133
H 3.0798 0.2000 -0.9167 0.3559
H 1.2812 1.7736 -0.4359 0.3108
H -4.9994 0.5994 -0.6599 0.2814
H -4.1868 -0.3967 -1.9532 0.2869
H -5.7801 -0.8169 -1.3457 0.2827
```

---

Entry ii
The following is a quantum chemistry calculation of a structure of composition C4H10OS2, from OMol25.

## Properties
Lowest unoccupied orbital energy   0.108 eV
Charge   0

The geometry in XYZ format:
```
17
Properties=species:S:1:pos:R:3:mulliken_charge:R:1
C -1.5046 1.0785 0.3953 -1.1613
C -1.5463 -1.2937 -0.6661 -1.3277
C 2.3223 1.0180 0.5920 -0.5251
C -0.6704 -0.0521 -0.1763 0.2862
O 1.3868 -1.5909 -0.0325 -0.3824
S 3.3029 0.3858 -0.6182 -0.3618
S 0.6148 -0.5429 0.9603 0.1740
H -0.8151 1.9794 0.3787 0.3125
H -2.3882 1.0544 -0.2145 0.3685
H -1.7678 0.7619 1.4336 0.3259
H -2.1502 -1.0748 -1.4790 0.4501
H -2.1561 -1.5828 0.2182 0.3128
H -0.8311 -2.1799 -0.8586 0.3167
H 1.4918 1.6810 0.1692 0.2269
H 2.6659 1.1956 1.5352 0.3858
H -0.0657 0.2843 -1.0086 0.3371
H 2.1111 -1.1218 -0.6288 0.2618
```

---

Entry iii
The following is a quantum chemistry calculation of the molecule C4H10OS2, from OMol25.

## Properties
Structure (SMILES)   CC[C@H](C)[S@@H](=O)=S
Lowest unoccupied orbital energy   0.268 eV
Charge   0

The geometry in XYZ format:
```
17
Properties=species:S:1:pos:R:3:mulliken_charge:R:1
C -1.3088 0.5058 -1.7314 -1.0900
C -0.3894 0.8749 -0.5242 -0.2815
C 0.3079 -0.3065 0.0639 0.1374
C -0.5708 -1.2730 0.9607 -1.2711
S 1.7603 0.2280 1.0538 0.4997
O 1.2845 1.0071 2.1813 -0.5755
S 2.9613 -1.2532 1.4728 -0.3217
H -1.6842 -0.4397 -1.3732 0.2806
H -1.9248 1.3677 -2.0028 0.3488
H -0.7353 0.3730 -2.6387 0.3059
H 0.4927 1.6046 -0.6557 0.1471
H -1.1482 1.4068 0.1062 0.2560
H 0.7829 -0.8967 -0.8066 0.2747
H -0.7674 -0.8693 1.8921 0.4091
H -1.4989 -1.4429 0.4445 0.3625
H 0.0310 -2.1932 1.2307 0.3345
H 2.4073 1.3066 0.3268 0.1834
```

---

Entry iv
The following is a quantum chemistry calculation of a cluster of 2 separate species, C4H10OS2 in total, from OMol25.

## Properties
Structure (SMILES)   CC=O.CCSS
Lowest unoccupied orbital energy   0.494 eV
Charge   0

The geometry in XYZ format:
```
17
Properties=species:S:1:pos:R:3:mulliken_charge:R:1
C 1.2698 -0.1906 -1.9546 -0.2240
C 2.2397 0.9516 -1.8930 0.0072
O 3.4188 0.8550 -2.0976 -0.4761
H 0.8566 -0.2580 -2.9625 0.2952
H 0.4436 -0.0235 -1.2605 -0.2437
H 1.7630 -1.1292 -1.7130 0.2876
H 1.7917 1.9399 -1.6534 0.3599
C -2.2716 -1.1325 1.8401 -1.2086
C -1.1318 -0.5736 0.9960 -0.3703
S -1.1996 1.2364 0.9051 -0.0747
S 0.5999 1.8256 1.6750 -0.1482
H -3.2415 -0.8429 1.4359 0.3388
H -2.2013 -0.7812 2.8670 0.3263
H -2.2109 -2.2218 1.8408 0.3513
H -1.1803 -1.0005 -0.0074 0.2992
H -0.1769 -0.8575 1.4314 0.3857
H 1.2307 2.2028 0.5506 0.0943
```

---

Here are the energies relative to the best structure, in hartree: entry i 0.1654; entry ii 0.0703; entry iii 0.0683; entry iv 0.0000.

---

Entry i
The following is a quantum chemistry calculation of the molecule C4H10OS2, from OMol25.

## Properties
Structure (SMILES)   CSSCCCO
Lowest unoccupied orbital energy   0.682 eV
Charge   0

The geometry in XYZ format:
```
17
Properties=species:S:1:pos:R:3:mulliken_charge:R:1
C 2.2890 1.3318 0.8733 -0.8465
S 1.6664 1.4511 -0.9113 -0.0832
S -0.2494 2.1334 -0.6004 -0.0838
C -1.2035 0.7926 0.1837 -0.6438
C -0.6966 -0.6436 0.4212 -0.4975
C -0.6766 -1.4175 -0.8971 -0.4721
O -1.8723 -1.9782 -1.1334 -0.5057
H 2.8332 0.3084 1.0083 0.2667
H 1.5421 1.3630 1.6860 0.2841
H 3.0514 2.0450 0.9752 0.3543
H -2.1932 0.6525 -0.3034 0.4000
H -1.5913 1.0874 1.1864 0.3487
H 0.3632 -0.6011 0.7236 0.1737
H -1.2424 -1.1785 1.2384 0.3821
H 0.0624 -2.2833 -0.7109 0.2620
H -0.1375 -0.8129 -1.6263 0.3357
H -1.9448 -2.2502 -2.1133 0.3255
```

---

Entry ii
The following is a quantum chemistry calculation of a cluster of 2 separate species, C4H10OS2 in total, from OMol25.

## Properties
Structure (SMILES)   C1CSCSC1.O
Lowest unoccupied orbital energy   0.691 eV
Charge   0

The geometry in XYZ format:
```
17
Properties=species:S:1:pos:R:3:mulliken_charge:R:1
C 1.1568 0.0235 -0.0768 -0.1187
C 0.5304 -0.5574 -1.3974 -0.7353
S -1.1901 -1.0965 -1.1646 -0.1223
C -1.9634 0.3862 -0.5134 -0.5165
S -1.3159 1.0289 1.0715 -0.1512
C 0.4650 1.2088 0.5699 -0.7310
H 1.2272 -0.8260 0.6294 0.0997
H 2.1853 0.2868 -0.3902 0.4029
H 1.1229 -1.4474 -1.6844 0.3649
H 0.6080 0.1784 -2.2208 0.3835
H -1.7668 1.1356 -1.3042 0.2760
H -3.0522 0.1868 -0.5019 0.3554
H 0.5730 2.0607 -0.1287 0.4100
H 0.9555 1.4899 1.5217 0.3488
O -0.0691 -1.0268 1.7959 -0.4771
H 0.7792 -1.2742 1.3629 0.0120
H -0.2457 -1.7573 2.4311 0.1987
```

---

Here are the energies relative to the best structure, in hartree: entry i 0.0000; entry ii 0.0398.

---

Entry i
The following is a quantum chemistry calculation of the ion C4H5O3 with charge -1, from OMol25.

## Properties
Structure (SMILES)   O=CCCC(=O)[O-]
Lowest unoccupied orbital energy   4.073 eV
Charge   -1

The geometry in XYZ format:
```
12
Properties=species:S:1:pos:R:3:mulliken_charge:R:1
O 1.5148 -2.0258 -1.0915 -0.5714
C 0.8986 -0.9826 -0.9255 0.1304
C 0.5162 -0.6508 0.5263 -0.5763
C -0.1819 0.6498 0.8182 -0.5673
C -1.2052 0.9455 -0.4229 0.5121
O -0.5402 1.3578 -1.4194 -0.7272
O -2.4259 0.6951 -0.1313 -0.7330
H 0.6817 -0.0881 -1.5983 0.3822
H 1.3462 -0.7357 1.1590 0.3762
H -0.2914 -1.3670 0.7161 0.2008
H -0.8702 0.6868 1.6490 0.3282
H 0.5573 1.5150 0.7203 0.2455
```

---

Entry ii
The following is a quantum chemistry calculation of the ion C4H5O3 with charge -1, from OMol25.

## Properties
Structure (SMILES)   O=CCCC(=O)[O-]
Lowest unoccupied orbital energy   3.942 eV
Charge   -1

The geometry in XYZ format:
```
12
Properties=species:S:1:pos:R:3:mulliken_charge:R:1
O -0.7092 -0.9700 -2.6089 -0.4687
C -0.3074 -0.2541 -1.7653 0.0425
C -0.8542 0.0133 -0.3792 -0.3488
C 0.0492 -0.4283 0.7364 -0.4648
C 0.9437 0.6987 1.3368 0.5157
O 2.0269 0.2230 1.7297 -0.7384
O 0.4071 1.8054 1.3844 -0.7144
H 0.6914 0.4288 -1.9962 0.2243
H -1.8137 -0.5633 -0.2850 0.2464
H -0.8440 1.1515 -0.2000 0.2837
H -0.4146 -0.8443 1.6291 0.2620
H 0.8249 -1.2607 0.4183 0.1604
```

---

Here are the energies relative to the best structure, in hartree: entry i 0.0092; entry ii 0.0000.

---

Entry i
The following is a quantum chemistry calculation of a cluster of 2 separate species, C3H4O in total, from OMol25.

## Properties
Lowest unoccupied orbital energy (alpha / beta)   0.149 / -2.126 eV
Charge   0

The geometry in XYZ format:
```
8
Properties=species:S:1:pos:R:3:mulliken_charge:R:1
C 2.1497 0.4482 1.1197 -0.6279
C 1.0936 -0.1222 0.8707 0.5819
C -1.5245 -0.2524 -0.9415 -0.8719
O 0.2049 -0.8776 0.5558 -0.4574
H 2.7592 1.1261 1.4824 0.3850
H -2.3006 -0.0070 -0.3189 0.3376
H -1.4251 -0.8997 -1.6867 0.3493
H -0.9572 0.5845 -1.0814 0.3035
```

---

Entry ii
The following is a quantum chemistry calculation of the molecule C3H4O, from OMol25.

## Properties
Structure (SMILES)   C=CC=O
Lowest unoccupied orbital energy   0.593 eV
Charge   0

The geometry in XYZ format:
```
8
Properties=species:S:1:pos:R:3:mulliken_charge:R:1
C 1.2127 -0.6241 0.0183 -0.5471
C 0.4421 0.4176 0.2495 -0.2239
C -1.3152 0.4065 -0.2377 -0.0110
O -1.8852 -0.5965 -0.5649 -0.4130
H 2.1574 -0.7214 0.4901 0.2722
H 0.8535 -1.5121 -0.5309 0.2454
H 0.4740 1.3483 0.7947 0.3024
H -1.9393 1.2817 -0.2191 0.3750
```

---

Entry iii
The following is a quantum chemistry calculation of the molecule C3H4O, from OMol25.

## Properties
Structure (SMILES)   C#COC
Lowest unoccupied orbital energy   0.717 eV
Charge   0

The geometry in XYZ format:
```
8
Properties=species:S:1:pos:R:3:mulliken_charge:R:1
C 2.1104 -0.2651 -0.0956 -0.0944
C 1.1002 0.2341 0.2883 -0.2322
O -0.3498 0.7445 0.8932 -0.2881
C -1.2717 0.1318 -0.0359 -0.5631
H 2.8972 -0.8712 -0.3825 0.4155
H -2.0141 0.9004 -0.2314 0.1952
H -1.7096 -0.6540 0.4920 0.2365
H -0.7625 -0.2206 -0.9281 0.3306
```

---

Here are the energies relative to the best structure, in hartree: entry i 0.1352; entry ii 0.0000; entry iii 0.0863.